Here is C13H10BCl4O2 as an isolated structure at a distorted geometry from the OMol25 dataset. Energies are from ωB97M-V/def2-TZVPD.

Positions of all 30 atoms, in Å:
Cl  3.86611  -2.81575  1.85040
B  3.40054  -0.99990  1.55171
Cl  3.57321  -0.08728  3.16324
Cl  4.27910  -0.17736  0.14101
O  1.93509  -1.09974  1.12806
C  1.02674  -0.21672  1.34981
C  -0.34089  -0.75206  1.49142
C  -1.36588  0.19214  1.61280
C  -2.67680  -0.22837  1.77800
C  -2.95216  -1.59478  1.88501
C  -1.92205  -2.54265  1.83726
C  -0.61302  -2.13391  1.59228
H  1.23969  0.79504  1.77713
H  -1.07452  1.24452  1.63533
H  -3.46373  0.51443  1.80596
H  -3.97383  -1.93318  2.03522
H  -2.13673  -3.59870  1.98705
H  0.22712  -2.84683  1.59462
Cl  -0.83015  2.16409  -5.38479
C  -0.33200  1.78678  -3.76349
C  0.04141  2.87155  -2.93384
C  0.43470  2.60681  -1.63474
C  0.54325  1.23028  -1.19395
O  1.06084  0.97504  -0.04617
C  0.10696  0.16047  -2.05715
C  -0.31144  0.44255  -3.34147
H  0.05228  3.90638  -3.26654
H  0.68662  3.34287  -0.88364
H  0.13736  -0.85997  -1.69714
H  -0.61783  -0.34575  -4.01337

Values from the calculation:
energy above the lowest of the compared OMol25 structures with the same formula, charge and spin: 1.317 eV
largest force on an atom: 2.0 eV/A
orbital gap: 7.47 eV
net charge: -1

---

Here is C13H10F5NO3PdS3 as an isolated structure from the OMol25 dataset. Energies are from ωB97M-V/def2-TZVPD.

Positions of all 36 atoms, in Å:
Pd  0.89807  1.54603  0.56605
C  -1.72563  -1.00224  3.45949
C  -0.74839  -0.46526  2.45525
S  -0.78021  1.21057  2.21275
C  0.12668  -1.34308  1.79954
C  0.06562  -2.81461  2.10407
S  1.28869  -0.85071  0.70000
H  -2.27349  -0.19911  3.94451
H  -1.21451  -1.58901  4.22382
H  -2.44512  -1.66203  2.96918
H  0.36811  -3.00637  3.13577
H  0.72408  -3.37392  1.44456
H  -0.95025  -3.19319  1.98322
O  0.51051  0.39591  -5.43529
S  0.87724  -0.04832  -4.12663
O  1.90532  -1.03300  -3.96542
N  1.22625  1.24530  -3.15183
C  0.38298  1.31084  -2.18393
O  0.46551  2.22697  -1.25088
C  -0.71776  0.30724  -2.16402
C  -1.78936  0.17793  -1.29785
C  -2.68296  -0.86189  -1.52050
C  -2.50963  -1.73867  -2.58950
C  -1.44380  -1.59367  -3.47089
C  -0.56551  -0.55898  -3.23018
H  -1.93664  0.87278  -0.47723
H  -3.53319  -0.98636  -0.86322
H  -3.22322  -2.53655  -2.74474
H  -1.31434  -2.25795  -4.31321
F  3.52198  2.58680  0.01011
C  2.93103  2.30550  1.17659
F  3.66075  1.40955  1.84629
C  2.76621  3.58866  2.00132
F  1.92311  4.41904  1.38683
F  2.27459  3.29806  3.20559
F  3.93732  4.21375  2.16039

Values from the calculation:
multiplicity: 5
largest force on an atom: 0.7 eV/A
orbital gap (spin up / spin down): 8.64 / 6.21 eV
net charge: 0

---

Here is C13H10IN2PdSe3Te as an isolated structure at a distorted geometry from the OMol25 dataset. Energies are from ωB97M-V/def2-TZVPD.

Positions of all 31 atoms, in Å:
Pd  2.59368  -11.40699  11.25291
Se  -0.17775  -9.75671  12.15719
Se  1.70546  -10.39000  13.38823
Te  2.19963  -13.60769  12.54685
Se  3.91502  -15.07477  11.68035
C  3.16116  -12.40702  9.53777
C  2.19454  -12.90205  8.52120
C  1.90769  -12.23591  7.34819
C  0.97885  -12.67954  6.36660
C  0.30241  -13.84984  6.65306
C  0.66919  -14.62681  7.75174
C  1.57476  -14.16941  8.70452
C  -0.57554  -14.39874  5.66158
N  -1.10750  -15.02531  4.86851
H  3.80112  -11.59200  9.07491
H  3.91267  -13.17918  9.84045
H  2.45137  -11.30149  7.10254
H  0.85553  -11.99874  5.52161
H  0.11076  -15.55231  7.85910
H  1.76131  -14.78691  9.57149
I  4.90501  -8.46485  12.24098
C  3.73506  -8.34554  10.56910
C  3.78773  -7.15223  9.83834
C  2.85792  -6.89466  8.90087
C  1.93678  -7.91108  8.62997
C  1.97876  -9.07907  9.35218
N  2.92539  -9.32485  10.29176
H  4.60258  -6.46721  10.03100
H  2.79665  -5.90139  8.51932
H  1.01933  -7.74329  8.01629
H  1.20590  -9.87146  9.20321

Values from the calculation:
energy above the lowest of the compared OMol25 structures with the same formula, charge and spin: 0.166 eV
multiplicity: 3
largest force on an atom: 2.5 eV/A
orbital gap (spin up / spin down): 6.33 / 5.56 eV
net charge: -1

---

Here is the molecule C13H10N2O4 at a distorted geometry from the OMol25 dataset. Energies are from ωB97M-V/def2-TZVPD.

Positions of all 29 atoms, in Å:
C  -2.22431  -4.42578  0.89026
C  -1.83016  -3.02119  0.60820
C  -2.64649  -2.11996  -0.10470
C  -2.22845  -0.80577  -0.28071
C  -1.03877  -0.30476  0.20259
C  -0.63282  1.08973  -0.09641
C  -1.45870  2.12879  -0.36797
O  -0.73762  3.22732  -0.69745
C  0.60934  2.91606  -0.59806
C  1.84847  3.71182  -0.82923
O  1.78419  4.89353  -1.05824
N  3.09056  3.08586  -0.74413
O  4.34708  3.78900  -0.85293
C  3.10524  1.72528  -0.47623
O  4.14407  1.09813  -0.52628
N  1.96922  1.04144  -0.10222
C  0.72050  1.61887  -0.23241
C  -0.18391  -1.21274  0.83696
C  -0.58849  -2.53498  1.08462
H  -1.42115  -5.05466  0.59187
H  -3.05754  -4.81275  0.26841
H  -2.43506  -4.63082  1.93206
H  -3.60960  -2.47579  -0.45794
H  -2.90775  -0.17335  -0.83414
H  -2.55456  2.06676  -0.38343
H  5.05691  3.16305  -0.55550
H  2.02003  0.05274  -0.07596
H  0.80306  -0.88264  1.19320
H  0.05672  -3.15321  1.66578

Values from the calculation:
energy above the lowest of the compared OMol25 structures with the same formula, charge and spin: 0.000 eV
largest force on an atom: 3.3 eV/A
orbital gap: 9.33 eV
structure (SMILES): Cc1ccc(-c2coc3c(=O)n(O)c(=O)[nH]c23)cc1
net charge: 0

---

Here is C13H10N2S2Zn as an isolated structure at a distorted geometry from the OMol25 dataset. Energies are from ωB97M-V/def2-TZVPD.

Positions of all 28 atoms, in Å:
S  0.41383  -1.63897  2.69835
C  1.23976  -0.82929  1.31918
C  2.44310  -0.01833  1.61885
C  3.11285  0.62354  0.46692
N  4.24546  1.44476  0.59380
S  4.62410  1.93292  -0.94348
N  3.43874  1.18420  -1.95458
C  2.67575  0.51086  -1.03294
C  1.42691  -0.32740  -1.27389
C  0.73685  -0.95539  -0.15398
C  -0.58389  -1.80834  -0.32328
C  -1.76477  -0.75410  -0.16497
C  -1.77175  0.35915  -1.18261
C  -2.78015  1.44366  -1.15901
C  -3.78993  1.40626  -0.08587
C  -3.80329  0.27973  0.90640
C  -2.79813  -0.81937  0.88492
H  0.37625  -0.64304  3.65714
H  2.78580  0.07597  2.68183
H  1.00865  -0.46379  -2.30687
H  -0.64942  -2.64202  0.42324
H  -0.68181  -2.20905  -1.37793
H  -1.01271  0.41151  -2.01036
H  -2.76131  2.27105  -1.91327
H  -4.54035  2.24498  -0.06106
H  -4.60644  0.32315  1.68778
H  -2.81744  -1.66300  1.62614
Zn  5.83334  0.26036  -2.62045

Values from the calculation:
largest force on an atom: 4.4 eV/A
orbital gap: 2.36 eV
net charge: +2

---

Here is C13H10NPdS7 as an isolated structure at a distorted geometry from the OMol25 dataset. Energies are from ωB97M-V/def2-TZVPD.

Positions of all 32 atoms, in Å:
Pd  0.18866  -0.73029  -0.11407
S  1.41075  -5.82827  4.50816
C  1.31250  -4.59196  3.43662
S  1.53734  -4.79719  1.72476
C  1.31596  -3.10995  1.25995
C  1.06022  -2.22721  2.28941
S  0.93555  -0.52294  2.16406
S  0.97316  -2.94659  3.89773
S  1.53569  -2.72503  -0.39101
C  -0.32826  0.70978  -1.59902
C  0.53691  1.70807  -2.04799
C  0.13668  2.85465  -2.78116
C  1.06077  3.79254  -3.17078
C  2.41047  3.63968  -2.86840
C  2.82942  2.53040  -2.13547
C  1.92261  1.58467  -1.72948
H  -0.91089  2.99718  -2.99201
H  0.73662  4.66875  -3.72008
H  3.12695  4.38099  -3.18963
H  3.87721  2.42148  -1.88298
H  2.23623  0.70294  -1.15007
S  -2.30334  -0.40718  -0.31325
C  -1.74731  0.48629  -1.82806
N  -2.60235  1.57559  -2.18891
C  -3.15398  1.52525  -3.53588
C  -2.25032  0.63616  -4.37378
S  -1.88164  -0.77482  -3.29420
H  -3.32917  1.69405  -1.49095
H  -3.18086  2.54195  -3.94717
H  -4.17682  1.12598  -3.53848
H  -1.31501  1.13709  -4.62309
H  -2.73283  0.26932  -5.27688

Values from the calculation:
energy above the lowest of the compared OMol25 structures with the same formula, charge and spin: 0.000 eV
multiplicity: 5
largest force on an atom: 1.6 eV/A
orbital gap (spin up / spin down): 5.76 / 5.60 eV
net charge: -1

---

> Look up the largest force on an atom of the third one.

2.5 eV/A

---

> Which value of largest force on an atom does entry 6 give?

1.6 eV/A

---

> Look up the largest force on an atom of the first one.

2.0 eV/A